{
  "formula": "C11H14",
  "method": "ωB97M-V with the def2-TZVPD basis set",
  "lumo_energy_ev": 0.22,
  "de_lowest_ev": 2.547,
  "symbols": ["C", "C", "C", "C", "C", "C", "C", "C", "C", "C", "C", "H", "H", "H", "H", "H", "H", "H", "H", "H", "H", "H", "H", "H", "H"],
  "xyz": [[-1.036, -2.330, 1.938], [-0.860, -1.269, 1.386], [-0.661, 2.018, -0.565], [0.572, 1.960, -1.148], [-0.325, -0.234, 0.575], [-1.064, 1.085, 0.463], [1.532, 0.718, -1.031], [0.762, -0.560, -0.518], [-2.044, 1.577, 1.448], [-0.014, -1.364, -1.598], [1.844, -1.364, 0.228], [-1.577, -3.123, 2.507], [-1.284, 2.872, -0.671], [0.826, 2.786, -1.863], [2.033, 0.493, -1.985], [2.357, 1.011, -0.360], [-1.379, 2.141, 2.092], [-2.455, 0.814, 2.157], [-2.664, 2.322, 1.048], [-0.378, -2.142, -1.084], [0.568, -1.811, -2.284], [-0.847, -0.702, -1.993], [2.726, -1.530, -0.341], [1.388, -2.363, 0.348], [1.979, -1.006, 1.250]]
}

{
  "formula": "C11H14AsCuN2O9S3",
  "method": "ωB97M-V with the def2-TZVPD basis set",
  "lumo_energy_ev": 4.78,
  "de_lowest_ev": 0.000,
  "total_charge": -2,
  "symbols": ["Cu", "O", "As", "O", "O", "C", "C", "C", "C", "C", "C", "S", "O", "O", "O", "H", "H", "H", "H", "H", "C", "N", "C", "C", "N", "C", "S", "H", "H", "H", "H", "H", "H", "C", "S", "O", "O", "O", "H", "H", "H"],
  "xyz": [[-0.499, -0.101, 0.617], [-2.044, -2.682, 2.333], [-3.316, -1.709, 1.491], [0.496, 0.086, 2.509], [-2.556, -0.281, 1.011], [-3.426, -2.915, -0.147], [-4.673, -3.537, -0.196], [-5.002, -4.489, -1.154], [-4.055, -4.852, -2.098], [-2.804, -4.250, -2.074], [-2.490, -3.288, -1.121], [-0.864, -2.523, -1.279], [-0.272, -2.490, 0.068], [-0.147, -3.373, -2.213], [-1.138, -1.179, -1.779], [-1.280, -2.747, 1.735], [-5.410, -3.268, 0.557], [-5.986, -4.947, -1.154], [-4.281, -5.600, -2.850], [-2.044, -4.517, -2.797], [0.559, 1.485, -2.662], [1.053, 2.463, -1.711], [0.574, 3.750, -1.531], [1.198, 4.268, -0.458], [2.077, 3.302, -0.007], [1.964, 2.164, -0.750], [2.754, 0.713, -0.528], [-0.127, 1.987, -3.343], [0.037, 0.672, -2.153], [1.395, 1.061, -3.217], [-0.197, 4.159, -2.158], [1.057, 5.201, 0.054], [2.494, 3.279, 0.906], [-1.552, 1.838, 3.292], [-0.166, 2.378, 2.331], [0.242, 3.723, 2.689], [1.002, 1.459, 2.771], [-0.495, 2.161, 0.940], [-1.164, 1.306, 4.157], [-2.120, 1.147, 2.662], [-2.117, 2.724, 3.576]]
}

{
  "formula": "C11H14BMnN7S",
  "method": "ωB97M-V with the def2-TZVPD basis set",
  "lumo_energy_ev": [-12.05, -10.84],
  "de_lowest_ev": 0.783,
  "total_charge": 2,
  "multiplicity": 4,
  "s_squared": 4.227,
  "symbols": ["H", "N", "B", "N", "C", "Mn", "H", "C", "H", "C", "H", "C", "H", "H", "H", "N", "N", "N", "N", "C", "C", "H", "H", "C", "C", "C", "C", "H", "H", "H", "H", "H", "S", "C", "N"],
  "xyz": [[-0.035, 3.039, 0.809], [0.179, 1.756, -0.884], [0.826, 0.843, -3.191], [0.597, 1.994, -2.183], [0.747, 3.309, -2.369], [-0.247, -0.158, -0.332], [1.047, 3.661, -3.341], [0.500, 3.962, -1.169], [0.570, 5.016, -0.979], [0.166, 2.958, -0.254], [1.326, 1.213, -4.229], [-2.098, -2.806, 1.533], [-2.451, -3.150, 2.504], [-1.127, -3.263, 1.365], [-2.780, -3.230, 0.800], [-0.591, 0.279, -3.401], [1.630, -0.319, -2.536], [-1.338, -0.196, -2.330], [1.408, -0.826, -1.260], [-1.272, 0.181, -4.550], [2.637, -0.985, -3.100], [-0.831, 0.504, -5.478], [2.889, -0.741, -4.117], [-2.509, -0.405, -4.260], [3.158, -1.889, -2.188], [-2.506, -0.631, -2.868], [2.381, -1.755, -1.034], [-3.290, -0.626, -4.941], [3.995, -2.539, -2.347], [-3.305, -1.100, -2.310], [2.513, -2.249, -0.077], [-2.106, -1.711, 1.480], [0.021, 0.032, 4.413], [-0.027, -0.049, 2.812], [-0.074, -0.118, 1.616]]
}

{
  "formula": "C11H14BN7OsS",
  "method": "ωB97M-V with the def2-TZVPD basis set",
  "lumo_energy_ev": [-7.70, -10.35],
  "de_lowest_ev": 2.850,
  "total_charge": 2,
  "multiplicity": 5,
  "s_squared": 6.046,
  "symbols": ["H", "N", "B", "N", "C", "Os", "H", "C", "H", "C", "H", "C", "H", "H", "H", "N", "N", "N", "N", "C", "C", "H", "H", "C", "C", "C", "C", "H", "H", "H", "H", "H", "S", "C", "N"],
  "xyz": [[-3.010, -2.367, -0.902], [-1.261, -1.296, -1.453], [1.036, -0.662, -2.647], [-0.153, -1.610, -2.308], [-0.473, -2.726, -2.983], [-1.901, 0.426, -1.028], [0.172, -3.059, -3.777], [-1.675, -3.244, -2.513], [-2.175, -4.132, -2.840], [-2.137, -2.372, -1.539], [1.229, -0.857, -3.851], [2.358, 1.539, 3.552], [1.491, 2.148, 3.841], [2.052, 0.758, 2.842], [3.117, 2.174, 3.077], [2.478, -1.016, -2.000], [0.584, 0.838, -2.532], [2.781, -1.318, -0.671], [-0.383, 1.358, -1.596], [3.626, -1.112, -2.738], [0.806, 1.802, -3.446], [3.605, -0.973, -3.810], [1.315, 1.554, -4.366], [4.680, -1.454, -1.895], [0.212, 2.996, -3.039], [4.094, -1.570, -0.603], [-0.467, 2.724, -1.862], [5.707, -1.615, -2.157], [0.214, 3.941, -3.552], [4.620, -1.847, 0.306], [-1.075, 3.345, -1.217], [2.772, 1.101, 4.382], [-5.225, 0.462, 1.962], [-4.253, 0.573, 0.725], [-3.465, 0.661, -0.209]]
}

{
  "formula": "C11H14BN7Pd",
  "method": "ωB97M-V with the def2-TZVPD basis set",
  "lumo_energy_ev": [0.55, -2.37],
  "de_lowest_ev": 0.000,
  "multiplicity": 3,
  "s_squared": 2.012,
  "symbols": ["H", "N", "B", "N", "C", "Pd", "H", "C", "H", "C", "H", "C", "H", "H", "H", "N", "N", "N", "N", "C", "C", "H", "H", "C", "C", "C", "C", "H", "H", "H", "H", "H", "N", "C"],
  "xyz": [[0.967, 3.316, 0.217], [0.537, 1.748, -1.134], [0.166, 0.346, -3.249], [0.544, 1.686, -2.540], [0.902, 2.876, -3.047], [0.025, -0.059, 0.013], [0.956, 2.990, -4.108], [1.139, 3.756, -1.991], [1.440, 4.775, -2.068], [0.898, 3.014, -0.802], [0.224, 0.474, -4.403], [-0.532, -1.761, 0.997], [-0.533, -1.675, 2.153], [0.197, -2.491, 0.791], [-1.537, -1.983, 0.758], [-1.282, -0.051, -2.826], [1.151, -0.763, -2.779], [-1.579, -0.241, -1.475], [1.257, -1.072, -1.418], [-2.393, -0.239, -3.558], [2.011, -1.530, -3.471], [-2.338, -0.126, -4.617], [2.063, -1.416, -4.531], [-3.442, -0.562, -2.698], [2.688, -2.359, -2.578], [-2.890, -0.555, -1.388], [2.183, -2.045, -1.288], [-4.450, -0.770, -2.971], [3.434, -3.080, -2.818], [-3.356, -0.747, -0.447], [2.435, -2.443, -0.335], [-0.901, 0.816, 1.073], [0.053, 0.027, 3.196], [-0.036, 0.147, 2.033]]
}

{
  "formula": "C11H14BrCl2MoN5O6",
  "method": "ωB97M-V with the def2-TZVPD basis set",
  "lumo_energy_ev": -7.89,
  "de_lowest_ev": 0.000,
  "total_charge": 2,
  "symbols": ["Mo", "N", "N", "C", "N", "N", "N", "O", "O", "H", "H", "H", "H", "H", "C", "C", "O", "O", "H", "H", "H", "Br", "C", "C", "C", "C", "C", "C", "C", "O", "O", "H", "H", "H", "H", "Cl", "C", "Cl", "H", "H"],
  "xyz": [[-0.557, 0.009, -0.592], [0.362, 0.044, 1.386], [-0.339, -0.814, 2.264], [-1.438, -1.462, 1.834], [-2.101, -2.222, 2.671], [-1.735, -1.242, 0.527], [-2.925, -1.784, -0.053], [-3.104, -1.410, -1.178], [-3.625, -2.520, 0.595], [1.318, -0.336, 1.262], [0.412, 0.976, 1.794], [0.018, -0.927, 3.202], [-1.812, -2.328, 3.632], [-2.916, -2.720, 2.337], [-3.004, 3.358, 0.244], [-2.232, 2.684, -0.828], [-2.019, 2.997, -1.946], [-1.669, 1.439, -0.389], [-3.504, 4.230, -0.166], [-2.322, 3.667, 1.038], [-3.731, 2.666, 0.666], [0.756, -4.639, -5.060], [1.882, -4.183, -3.623], [3.134, -4.775, -3.500], [3.963, -4.441, -2.435], [3.550, -3.519, -1.492], [2.295, -2.923, -1.633], [1.453, -3.255, -2.696], [1.892, -1.959, -0.629], [2.393, -1.666, 0.422], [0.712, -1.240, -0.931], [3.459, -5.497, -4.236], [4.935, -4.908, -2.349], [4.184, -3.251, -0.657], [0.476, -2.808, -2.797], [0.870, 1.592, -2.042], [-0.091, 1.307, -3.538], [-1.114, -0.115, -3.240], [0.597, 1.109, -4.350], [-0.721, 2.175, -3.680]]
}

{
  "formula": "C11H14Cl3F6MgN5O4S3Se",
  "method": "ωB97M-V with the def2-TZVPD basis set",
  "lumo_energy_ev": -0.07,
  "de_lowest_ev": 0.817,
  "symbols": ["Mg", "C", "C", "N", "C", "C", "S", "C", "C", "N", "H", "H", "H", "H", "H", "H", "H", "H", "H", "H", "H", "H", "H", "H", "Se", "C", "N", "F", "C", "F", "F", "S", "O", "O", "N", "S", "O", "O", "C", "F", "F", "F", "Cl", "C", "Cl", "Cl", "C", "N"],
  "xyz": [[-0.216, -0.843, 0.030], [0.621, 1.526, -1.621], [0.963, 0.447, -2.651], [0.582, -0.887, -2.160], [1.558, -1.949, -2.418], [2.806, -1.810, -1.549], [2.418, -1.706, 0.225], [3.031, -0.075, 0.703], [2.474, 1.103, -0.086], [1.018, 1.072, -0.279], [-0.455, 1.698, -1.607], [1.110, 2.466, -1.898], [2.037, 0.447, -2.850], [0.469, 0.674, -3.598], [-0.287, -1.162, -2.606], [1.863, -1.978, -3.471], [1.065, -2.897, -2.192], [3.394, -0.934, -1.821], [3.440, -2.684, -1.695], [4.120, -0.076, 0.642], [2.754, -0.005, 1.756], [2.953, 1.136, -1.065], [2.770, 2.023, 0.429], [0.573, 1.670, 0.411], [0.036, -1.197, 2.504], [-1.390, -0.498, 3.431], [-2.246, -0.056, 4.064], [-3.665, -0.407, 1.250], [-3.777, -1.491, 0.505], [-3.488, -2.563, 1.208], [-4.999, -1.565, 0.013], [-2.526, -1.324, -0.929], [-1.461, -2.322, -0.680], [-1.937, 0.017, -0.736], [-3.250, -1.426, -2.292], [-3.804, -2.915, -2.690], [-4.804, -2.788, -3.692], [-4.012, -3.720, -1.524], [-2.339, -3.687, -3.570], [-2.765, -4.338, -4.642], [-1.459, -2.751, -3.970], [-1.706, -4.533, -2.769], [2.721, 3.353, 4.296], [1.058, 2.773, 4.596], [1.096, 1.162, 5.274], [0.213, 3.894, 5.662], [0.373, 2.767, 3.294], [-0.111, 2.763, 2.257]]
}

| no. | E (eV) | molecular weight (u) |
| --- | --- | --- |
| 1 | -11629.8254 | 146.2 |
| 2 | -171025.4751 | 552.9 |
| 3 | -64878.4254 | 342.1 |
| 4 | -36022.9023 | 477.4 |
| 5 | -26216.6234 | 361.5 |
| 6 | -128295.5080 | 559.0 |
| 7 | -184445.0316 | 700.1 |